Entry 1:
C19H35AsMgO3S5Si | ωB97M-V/def2-TZVPD

Last column: natural (NBO) charge in e.
Atoms and positions in Å:
Mg1 0.774 -0.949 -1.187  1.607
C1 2.157 0.636 3.004  -0.648
C2 0.820 -0.034 2.873  0.004
C3 0.706 -1.412 2.708  -0.194
C4 -0.540 -2.018 2.591  -0.208
C5 -1.696 -1.255 2.635  -0.244
C6 -1.596 0.122 2.787  -0.210
C7 -0.352 0.722 2.901  -0.215
H1 2.319 0.973 4.035  0.189
H2 2.225 1.499 2.341  0.264
H3 2.969 -0.029 2.717  0.237
H4 1.604 -2.017 2.653  0.201
H5 -0.607 -3.088 2.432  0.208
H6 -2.665 -1.725 2.508  0.201
H7 -2.491 0.733 2.786  0.196
H8 -0.277 1.801 2.983  0.206
S1 4.272 1.059 0.130  -0.845
As1 2.959 1.075 -1.536  0.966
S2 2.847 -1.002 -2.352  -1.012
S3 0.850 1.401 -0.886  -0.993
S4 3.534 2.475 -3.010  -0.809
C8 -2.440 -2.172 -5.665  -0.611
C9 -1.214 -2.707 -4.930  0.278
C10 -0.512 -3.759 -5.789  -0.632
C11 -0.264 -1.560 -4.598  -0.651
O1 -1.718 -3.324 -3.745  -0.963
Si1 -0.997 -3.829 -2.351  2.179
S5 -1.091 -2.442 -0.808  -1.089
O2 -1.802 -5.220 -1.937  -0.952
C12 -3.179 -5.528 -1.759  0.279
C13 -3.605 -6.341 -2.983  -0.622
C14 -3.272 -6.368 -0.490  -0.616
C15 -4.069 -4.293 -1.632  -0.653
O3 0.503 -4.332 -2.791  -0.955
C16 1.492 -5.171 -2.183  0.280
C17 1.086 -6.627 -2.417  -0.630
C18 1.632 -4.900 -0.687  -0.639
C19 2.802 -4.862 -2.893  -0.623
H9 -2.151 -1.741 -6.627  0.196
H10 -2.927 -1.404 -5.062  0.214
H11 -3.154 -2.983 -5.834  0.197
H12 -0.128 -3.305 -6.706  0.197
H13 -1.213 -4.557 -6.051  0.194
H14 0.319 -4.190 -5.229  0.236
H15 0.064 -1.063 -5.513  0.211
H16 0.620 -1.918 -4.070  0.247
H17 -0.764 -0.821 -3.968  0.220
H18 -3.022 -7.264 -3.041  0.202
H19 -3.408 -5.749 -3.880  0.224
H20 -4.669 -6.591 -2.944  0.188
H21 -2.627 -7.245 -0.575  0.204
H22 -4.301 -6.696 -0.316  0.189
H23 -2.937 -5.775 0.364  0.220
H24 -4.030 -3.699 -2.550  0.231
H25 -3.733 -3.656 -0.814  0.238
H26 -5.099 -4.607 -1.448  0.194
H27 0.102 -6.808 -1.981  0.226
H28 1.816 -7.300 -1.960  0.191
H29 1.036 -6.834 -3.489  0.202
H30 0.674 -5.043 -0.178  0.218
H31 1.960 -3.874 -0.518  0.233
H32 2.372 -5.579 -0.258  0.198
H33 2.691 -5.037 -3.967  0.199
H34 3.606 -5.495 -2.511  0.192
H35 3.073 -3.816 -2.739  0.253

Cartesian forces (eV/Å) of the 2 atoms listed first:
Mg 0.0308 0.2124 -0.1577
C -0.0381 0.0265 0.0445

Values from the calculation:
* max |F|: 0.7 eV Å⁻¹
* highest occupied orbital energy: -1.02 eV
* frontier orbital gap: 5.03 eV
* E_LUMO: 4.00 eV
* energy above the lowest of the compared OMol25 structures with the same formula, charge and spin: 0.00 kJ/mol
* total charge: -2

---

Entry 2:
C17H16N3O8SW | ωB97M-V/def2-TZVPD

Last column: natural (NBO) charge in e.
Atoms and positions in Å:
W1 0.495 0.732 -0.330  2.154
O1 -3.525 1.122 0.508  -0.473
C1 -2.465 0.678 0.189  0.785
O2 -1.358 1.359 -0.041  -0.696
C2 -2.210 -0.814 -0.063  0.124
C3 -3.087 -1.878 0.105  -0.168
C4 -2.631 -3.154 -0.207  -0.125
C5 -1.327 -3.344 -0.656  -0.176
C6 -0.509 -2.229 -0.767  0.102
N1 -0.964 -1.011 -0.478  -0.444
C7 0.932 -2.120 -1.247  0.783
O3 1.462 -2.908 -1.992  -0.548
O4 1.462 -0.985 -0.853  -0.723
H1 -4.087 -1.696 0.468  0.265
H2 -3.287 -4.005 -0.096  0.247
H3 -0.945 -4.322 -0.901  0.258
O5 -1.141 0.918 2.787  -0.511
C8 -0.003 0.965 2.385  0.750
O6 0.388 0.125 1.403  -0.662
C9 1.061 1.864 2.874  -0.177
C10 0.837 2.477 4.114  -0.131
C11 1.806 3.251 4.713  -0.220
C12 3.017 3.448 4.060  -0.131
C13 3.247 2.879 2.822  -0.237
C14 2.288 2.071 2.213  -0.127
S1 2.739 1.361 0.642  0.008
H4 -0.116 2.300 4.587  0.245
H5 1.624 3.690 5.681  0.235
H6 3.787 4.047 4.522  0.231
H7 4.179 3.036 2.302  0.232
C15 0.774 -1.993 -5.149  -0.282
O7 0.010 -1.150 -4.279  -0.449
C16 0.571 -0.319 -3.450  0.934
O8 -0.137 0.253 -2.595  -0.660
N2 1.892 -0.054 -3.520  -0.465
N3 2.443 0.781 -2.521  -0.596
H8 0.033 -2.595 -5.676  0.234
H9 1.413 -2.649 -4.555  0.217
H10 1.353 -1.413 -5.870  0.193
H11 2.514 -0.566 -4.140  0.416
H12 2.734 1.671 -2.934  0.391
H13 3.264 0.335 -2.100  0.401
C17 0.533 2.796 -1.052  -0.956
H14 0.235 3.456 -0.212  0.265
H15 -0.238 2.965 -1.824  0.251
H16 1.446 3.262 -1.441  0.237

Cartesian forces (eV/Å) of the 2 atoms listed first:
W 0.5583 -1.9411 -2.6379
O 0.6990 0.0599 -0.2002

Values from the calculation:
* max |F|: 3.3 eV Å⁻¹
* highest occupied orbital energy: -11.37 eV
* frontier orbital gap: 6.10 eV
* E_LUMO: -5.27 eV
* energy above the lowest of the compared OMol25 structures with the same formula, charge and spin: 160.03 kJ/mol
* total charge: +1

---

Entry 3:
C5H14N2 | ωB97M-V/def2-TZVPD

Last column: natural (NBO) charge in e.
Atoms and positions in Å:
C1 -1.619 2.136 0.575  -0.550
N1 -0.251 1.705 0.428  -0.650
C2 -0.071 0.389 -0.170  -0.142
C3 1.039 -0.383 0.567  -0.425
C4 1.063 -1.864 0.166  -0.289
N2 0.390 -2.738 1.162  -0.853
C5 0.237 0.440 -1.701  -1.116
H1 -2.097 2.464 -0.347  0.155
H2 -2.218 1.359 1.052  0.181
H3 -1.696 3.012 1.226  0.174
H4 0.266 2.352 -0.144  0.351
H5 -0.980 -0.200 -0.122  0.176
H6 2.002 0.074 0.359  0.202
H7 0.757 -0.353 1.623  0.196
H8 0.627 -1.982 -0.809  0.176
H9 2.084 -2.247 0.047  0.169
H10 -0.208 -3.393 0.666  0.338
H11 -0.269 -2.166 1.683  0.342
H12 -0.068 1.410 -2.106  0.189
H13 -0.284 -0.360 -2.238  0.190
H14 1.299 0.342 -1.917  0.188

Cartesian forces (eV/Å) of the 2 atoms listed first:
C -0.2327 0.5720 0.2349
N 0.1802 -0.3173 0.3463

Values from the calculation:
* max |F|: 1.5 eV Å⁻¹
* highest occupied orbital energy (spin up / spin down): 1.42 / -5.21 eV
* frontier orbital gap (spin up / spin down): 2.66 / 9.35 eV
* E_LUMO (spin up / spin down): 4.08 / 4.14 eV
* energy above the lowest of the compared OMol25 structures with the same formula, charge and spin: 75.37 kJ/mol
* total charge: -1
* spin multiplicity: 2

---

Entry 4:
C2HNO2 | ωB97M-V/def2-TZVPD

Last column: natural (NBO) charge in e.
Atoms and positions in Å:
O1 -1.020 1.595 -0.125  -0.583
C1 -0.740 0.868 -1.115  1.037
O2 -0.545 0.428 -2.134  -0.457
C2 0.766 -0.983 1.150  0.102
N1 0.993 -1.029 0.055  -0.329
H1 0.545 -0.879 2.169  0.231

Cartesian forces (eV/Å) of the 2 atoms listed first:
O 1.5997 -4.4563 -4.7450
C -2.1937 6.2074 6.7177

Values from the calculation:
* max |F|: 9.4 eV Å⁻¹
* highest occupied orbital energy: -12.45 eV
* SMILES: O=C=O.C#N
* frontier orbital gap: 13.13 eV
* E_LUMO: 0.68 eV
* energy above the lowest of the compared OMol25 structures with the same formula, charge and spin: 44.27 kJ/mol
* total charge: 0